[1]
{"formula": "C11H16N2", "method": "ωB97M-V/def2-TZVPD", "species": ["C", "C", "C", "C", "C", "N", "C", "C", "N", "C", "C", "C", "C", "H", "H", "H", "H", "H", "H", "H", "H", "H", "H", "H", "H", "H", "H", "H", "H"], "xyz": [[3.2237, 0.2843, -0.7090], [2.5688, 1.3172, -0.0481], [1.4534, 1.0712, 0.7472], [0.9272, -0.2053, 0.8770], [-0.3421, -0.5426, 1.6578], [-1.6203, -0.2627, 1.0486], [-2.1200, -1.2319, 0.0377], [-1.5210, -0.9978, -1.3239], [-1.2694, 0.4275, -1.5881], [-2.1661, 1.2941, -0.8514], [-2.0108, 1.1233, 0.6735], [1.5897, -1.2509, 0.2195], [2.7247, -1.0134, -0.5475], [4.0639, 0.4948, -1.3608], [2.8840, 2.3545, -0.1214], [0.9122, 1.8667, 1.2166], [-0.3014, 0.0529, 2.6251], [-0.3510, -1.6018, 1.9434], [-3.2015, -1.1795, -0.0381], [-1.9013, -2.2307, 0.4245], [-0.5256, -1.4307, -1.3960], [-2.0547, -1.4614, -2.1355], [-0.3416, 0.5936, -1.1689], [-1.9840, 2.3038, -1.1165], [-3.1659, 1.0655, -1.1631], [-2.9939, 1.2429, 1.1931], [-1.3063, 1.7894, 1.1616], [1.2997, -2.2975, 0.3249], [3.2306, -1.8051, -1.0101]], "forces_ev_per_angstrom": [[-0.6, 0.0, 0.2], [-0.1, 0.4, 0.2], [-0.2, -0.5, -0.3], [0.0, -1.3, -0.3], [0.2, 1.3, 1.1], [-0.9, -0.4, -1.3], [0.5, 0.1, 1.2], [1.3, 0.3, -0.4], [1.0, 0.1, 0.4], [0.3, -0.7, 0.7], [-0.9, -1.4, 1.2], [0.6, 0.0, 0.0], [-0.4, 1.5, 0.5], [0.0, -0.1, 0.2], [0.2, -0.2, -0.2], [0.1, 0.5, 0.3], [-0.1, -0.7, -0.9], [0.2, 0.2, -0.1], [-0.3, 0.3, 0.3], [0.0, -0.1, -0.2], [0.1, -0.4, 0.2], [-0.8, -0.1, -0.3], [-0.4, 0.1, -0.6], [0.2, 1.1, -0.3], [-0.7, -0.1, 0.0], [0.5, 0.5, -0.5], [0.1, 0.3, -0.3], [-0.3, 0.3, 0.1], [0.5, -1.1, -0.6]], "lowdin_charge": [-0.08, -0.08, -0.06, -0.22, -0.16, -0.17, -0.17, -0.21, -0.05, -0.21, -0.15, -0.06, -0.08, 0.10, 0.10, 0.10, 0.14, 0.12, 0.11, 0.11, 0.09, 0.10, 0.09, 0.10, 0.10, 0.12, 0.09, 0.12, 0.08], "smiles": "c1ccc(CN2CCNCC2)cc1", "multiplicity": 1, "homo_energy_ev": -7.850}


[2]
{"formula": "C11H16N2O2", "method": "ωB97M-V/def2-TZVPD", "species": ["C", "C", "C", "N", "O", "O", "H", "H", "H", "H", "H", "H", "H", "C", "C", "C", "C", "C", "C", "N", "C", "C", "H", "H", "H", "H", "H", "H", "H", "H", "H"], "xyz": [[-2.0156, -0.2274, 1.1231], [-1.3633, 1.1221, 0.8302], [-1.6458, 1.8827, -0.4080], [-0.9014, 1.6441, 1.9084], [-0.8400, 1.2201, 3.0745], [-0.3501, 2.9810, 1.7504], [-1.9090, -0.4569, 2.1522], [-3.0550, -0.1702, 0.9041], [-1.4152, -1.0460, 0.5664], [-1.6593, 1.1836, -1.3396], [-2.7341, 2.2705, -0.4419], [-1.0804, 2.7940, -0.5416], [-0.0076, 3.3950, 2.5659], [1.9064, -3.2139, 0.1872], [1.4311, -2.1447, -0.4102], [0.4182, -2.2128, -1.4993], [2.1120, -0.8206, -0.2770], [2.7389, -0.3865, -1.4408], [3.2811, 0.9409, -1.4584], [3.3773, 1.6063, -0.3664], [2.8194, 1.1899, 0.7475], [2.1300, -0.0174, 0.8626], [2.6706, -3.0954, 1.0861], [1.6508, -4.2420, 0.0626], [0.4099, -1.2533, -1.9216], [-0.6992, -2.3388, -1.1220], [0.6731, -3.0043, -2.1484], [2.7957, -1.0546, -2.2735], [3.7347, 1.3631, -2.3580], [2.9908, 1.8961, 1.5999], [1.7057, -0.4042, 1.8216]], "forces_ev_per_angstrom": [[2.4, -0.5, -1.6], [-1.3, -0.9, 0.7], [-2.0, -0.4, -2.0], [1.4, 2.4, 1.4], [0.1, -0.3, -0.1], [-0.3, 0.0, -1.5], [0.1, -0.1, 0.9], [-0.8, -0.3, -0.7], [-1.4, 1.2, 0.5], [0.6, 1.2, 1.6], [1.3, -0.7, 0.5], [0.6, -0.2, -0.1], [-0.6, -1.4, 0.3], [2.3, 0.2, 3.5], [0.4, 0.0, 0.1], [-2.7, -0.2, 2.0], [-0.2, -0.2, -0.1], [0.2, 2.0, 0.4], [-0.1, -3.3, -1.4], [0.2, 2.4, 0.7], [-0.1, 0.1, 1.8], [0.1, -0.2, 0.6], [-1.4, -0.1, -2.2], [-0.7, -0.4, -0.4], [-0.1, 1.0, -1.4], [2.3, -0.1, -0.5], [-0.1, -0.7, -1.1], [-0.1, 0.0, -0.6], [-0.1, -0.2, 0.1], [-0.4, -1.0, -0.6], [0.3, 0.7, -0.9]], "lowdin_charge": [0.00, -0.30, -0.04, -0.28, -0.04, 0.02, 0.05, 0.07, 0.10, 0.11, 0.11, 0.06, 0.12, 0.05, -0.36, -0.06, -0.22, 0.00, -0.14, 0.03, -0.15, -0.01, 0.11, 0.05, 0.05, 0.12, 0.07, 0.11, 0.11, 0.12, 0.13], "smiles": "CC(C)=[N+]([O-])O.C=C(C)c1ccncc1", "multiplicity": 1, "homo_energy_ev": -8.684}


[3]
{"formula": "C11H16N3", "method": "ωB97M-V/def2-TZVPD", "species": ["C", "C", "C", "C", "C", "C", "C", "C", "C", "C", "C", "N", "N", "N", "H", "H", "H", "H", "H", "H", "H", "H", "H", "H", "H", "H", "H", "H", "H", "H"], "xyz": [[1.3431, -0.7352, 0.8667], [0.0147, -0.4035, 0.6167], [2.1062, -0.1290, -0.1585], [0.0378, 0.4856, -0.5111], [-1.9698, 0.2794, 0.2426], [3.4717, -0.0448, -0.2348], [4.2697, 0.8529, -1.1409], [4.1535, -0.9223, 0.7242], [-3.9217, 0.9553, -1.0185], [-3.9669, -1.0196, 0.6042], [-3.4053, 0.4213, 0.3445], [-1.2123, 0.8494, -0.7949], [1.2795, 0.6355, -0.9367], [-1.1894, -0.3433, 1.1812], [1.5541, -1.4346, 1.6963], [3.6889, 1.1692, -1.9855], [4.5650, 1.7433, -0.6229], [5.1959, 0.3925, -1.4998], [3.9343, -1.9750, 0.4854], [5.2307, -0.8278, 0.7947], [3.5332, -0.7759, 1.6042], [-3.8418, 2.0060, -0.9883], [-4.9228, 0.7943, -1.0636], [-3.4223, 0.5366, -1.8421], [-3.7848, -1.3458, 1.5843], [-3.8307, -1.8105, -0.1163], [-5.0746, -0.8558, 0.6882], [-3.8512, 1.0201, 1.1742], [1.6267, 1.2450, -1.6850], [-1.6112, -0.7633, 1.9916]], "forces_ev_per_angstrom": [[-0.7, -1.9, 1.2], [3.1, 0.9, 0.5], [-2.6, 0.5, 1.2], [-4.5, -1.0, 1.0], [1.4, 2.4, -0.8], [4.0, -0.2, -0.9], [-0.6, -0.9, 0.2], [-0.6, -0.6, -0.3], [1.5, 0.3, 2.2], [-2.6, 1.5, -0.2], [-1.5, -1.4, -1.2], [0.0, -0.4, 1.0], [1.8, 1.0, -2.1], [-1.3, -0.2, -1.1], [0.7, 0.7, -0.9], [-0.2, 0.2, -0.6], [0.2, 0.7, 0.5], [-0.3, -0.2, 0.1], [0.1, 0.0, -0.1], [-0.1, 0.3, 0.3], [0.9, 0.0, 1.0], [0.5, 1.3, -0.4], [-3.0, -0.8, -0.3], [0.6, -0.5, -1.0], [0.9, -0.7, 1.4], [0.5, 0.1, -0.4], [0.7, -0.3, -0.4], [1.0, -0.1, -0.4], [-0.5, -0.5, 0.5], [0.4, -0.4, 0.1]], "lowdin_charge": [0.06, -0.15, -0.18, -0.24, -0.21, -0.21, 0.00, -0.02, -0.04, -0.04, -0.30, 0.24, 0.19, 0.22, 0.14, 0.07, 0.10, 0.10, 0.12, 0.10, 0.08, 0.08, 0.05, 0.07, 0.05, 0.09, 0.11, 0.17, 0.19, 0.18], "multiplicity": 3, "homo_energy_ev": [-10.422, -13.170], "total_charge": 1}


[4]
{"formula": "C11H16N4O5", "method": "ωB97M-V/def2-TZVPD", "species": ["N", "C", "C", "C", "C", "N", "C", "N", "C", "O", "N", "C", "C", "C", "C", "O", "O", "C", "O", "O", "H", "H", "H", "H", "H", "H", "H", "H", "H", "H", "H", "H", "H", "H", "H", "H"], "xyz": [[2.1043, 0.0566, 2.6350], [0.7526, 0.5564, 2.4326], [0.8060, 1.9420, 1.7394], [1.4894, 2.0453, 0.3771], [2.6163, 2.7940, 0.0367], [2.8393, 2.5298, -1.3312], [1.8502, 1.6902, -1.7197], [1.0297, 1.4329, -0.7443], [-0.1642, -0.4543, 1.7124], [-0.1668, -1.5992, 2.1655], [-0.9144, -0.0716, 0.6328], [-1.8708, -0.9688, 0.0786], [-1.3285, -2.2021, -0.6851], [-0.5035, -1.8908, -1.9384], [-1.1008, -1.1214, -3.0615], [-2.2595, -0.7518, -3.1293], [-0.1960, -0.8886, -4.0391], [-2.8338, -1.4018, 1.1377], [-3.3035, -2.5053, 1.2388], [-3.2458, -0.4198, 1.9680], [1.9639, -0.8451, 3.1163], [2.4222, -0.3087, 1.7356], [0.2330, 0.7134, 3.3896], [1.4283, 2.4784, 2.4634], [-0.2055, 2.3779, 1.7268], [3.2583, 3.4730, 0.5886], [3.6508, 2.8070, -1.7600], [1.8243, 1.2447, -2.7230], [-0.3313, 0.5635, 0.0153], [-2.4399, -0.3809, -0.6854], [-2.2101, -2.7674, -1.0571], [-0.7553, -2.8046, -0.0198], [0.3419, -1.2581, -1.5965], [-0.1008, -2.8199, -2.3535], [-0.6436, -0.4101, -4.7507], [-4.0363, -0.8348, 2.4044]], "forces_ev_per_angstrom": [[-0.4, -1.4, 0.2], [-0.9, 0.7, -1.6], [0.5, 0.1, 0.3], [1.0, 1.4, 0.8], [-0.6, -0.9, -0.5], [-2.4, -0.4, 3.2], [0.7, -0.1, -1.1], [-0.4, -0.8, -0.2], [0.5, -1.3, 0.4], [-0.5, 0.5, -0.2], [2.1, 1.4, 0.4], [0.0, -0.1, -1.8], [-1.6, 0.4, -1.4], [1.2, 0.6, 1.2], [-1.7, 0.2, 0.0], [1.1, -0.2, -0.1], [0.0, 0.0, 0.1], [-0.8, -0.6, 0.5], [0.1, 0.0, -0.3], [-0.8, -0.2, 0.1], [0.2, 0.5, 0.2], [0.2, 0.5, -0.1], [0.4, -0.1, -0.1], [-0.2, 0.5, -0.4], [0.4, -0.1, -0.1], [-0.2, -0.3, -0.1], [1.9, 0.6, -1.6], [-0.2, 0.4, 0.6], [-1.3, -0.7, 0.3], [0.1, -0.4, 0.7], [0.4, 0.2, 0.7], [0.4, -0.6, 0.4], [0.1, -0.5, -0.4], [0.1, 0.2, 0.1], [-0.1, 0.0, 0.0], [1.0, 0.5, -0.2]], "lowdin_charge": [0.06, -0.32, -0.10, -0.27, -0.01, 0.07, -0.17, 0.07, -0.42, 0.06, 0.11, -0.23, -0.11, -0.10, -0.52, 0.10, 0.09, -0.50, 0.12, 0.10, 0.08, 0.08, 0.15, 0.11, 0.12, 0.12, 0.11, 0.13, 0.10, 0.17, 0.14, 0.11, 0.12, 0.14, 0.13, 0.15], "smiles": "N[C@@H](Cc1c[nH]cn1)C(=O)N[C@@H](CCC(=O)O)C(=O)O", "multiplicity": 1, "homo_energy_ev": -9.204}


Energy above the lowest of the compared OMol25 structures with the same formula, charge and spin values (in kJ/mol) by entry order: 119.9; 629.3; 0.0; 56.8.